(a)
{"formula": "C3H5ClN2", "method": "wB97M-V/def2-TZVPD", "multiplicity": 1, "homo_lumo_gap_ev": 9.636, "e_lumo_ha": 0.030, "e_homo_ev": -8.8, "mol_weight_g_mol": 104.54, "species": ["C", "C", "C", "N", "N", "Cl", "H", "H", "H", "H", "H"], "positions_angstrom": [[-1.1284, 1.3533, 1.4073], [1.8069, -2.8616, -1.1636], [-1.7019, 0.1628, 1.1941], [0.9484, -2.0844, -0.7057], [0.2766, -1.2315, -0.3330], [-3.1644, -0.2166, 0.4634], [-0.1895, 1.3509, 1.9250], [-1.4238, 2.4062, 1.1739], [1.4577, -3.3149, -2.0615], [2.7206, -3.2223, -0.8086], [-1.3206, -0.7657, 1.5412]], "mulliken_charge": [-0.522, -0.386, -0.079, 0.364, -0.469, -0.172, 0.220, 0.241, 0.203, 0.271, 0.329]}



(b)
{"formula": "C3H5ClN2", "method": "wB97M-V/def2-TZVPD", "multiplicity": 1, "homo_lumo_gap_ev": [9.556, 9.555], "e_lumo_ha": [-0.002, -0.002], "e_homo_ev": [-9.6, -9.6], "mol_weight_g_mol": 104.54, "species": ["C", "C", "C", "N", "N", "Cl", "H", "H", "H", "H", "H"], "positions_angstrom": [[-0.4523, 1.1746, 0.3216], [-1.3704, 0.0867, 0.1618], [1.1638, -0.2484, -0.4234], [0.7840, 1.1059, 0.1376], [0.1373, -1.0957, -0.7853], [2.2089, -0.8050, 0.9257], [-0.6915, 2.0305, 0.8044], [-1.4981, -0.5064, 1.1531], [-2.0201, 0.0394, -0.7396], [1.6629, 0.1484, -1.3297], [0.0756, -1.9300, -0.2263]], "mulliken_charge": [-0.227, -0.256, 0.194, -0.531, -0.595, -0.215, 0.473, 0.269, 0.282, 0.342, 0.266]}



(a) has the most favorable energy; the next structure is 0.138 eV above.



(a)
{"formula": "C5H7ClN2O7", "method": "wB97M-V/def2-TZVPD", "multiplicity": 1, "homo_lumo_gap_ev": 9.748, "e_lumo_ha": -0.023, "e_homo_ev": -10.4, "mol_weight_g_mol": 242.57, "species": ["O", "N", "O", "C", "C", "O", "N", "O", "O", "H", "H", "C", "C", "O", "C", "O", "Cl", "H", "H", "H", "H", "H"], "positions_angstrom": [[3.7895, 0.4293, 1.5106], [2.7604, 0.7783, 2.0399], [2.4508, 0.5580, 3.1810], [1.8211, 1.5765, 1.2703], [2.2509, 2.3195, 0.1795], [1.6353, 3.0770, -0.6622], [0.4220, 1.6188, 1.7255], [-0.0398, 0.7646, 2.4531], [-0.2478, 2.6031, 1.3548], [3.3396, 2.0808, -0.1188], [0.6553, 3.0551, -0.3179], [-2.6660, -2.4798, -0.7401], [-2.0308, -1.8601, -2.0111], [-1.4678, -0.6010, -1.6518], [-0.3948, -0.4257, -0.8909], [0.0387, 0.6088, -0.5292], [0.4853, -1.9735, -0.5200], [-2.9653, -3.5269, -0.8999], [-2.1646, -2.4405, 0.2132], [-3.7750, -2.0824, -0.6228], [-2.6948, -1.6869, -2.7291], [-1.2022, -2.3933, -2.2342]], "mulliken_charge": [-0.619, 1.017, -0.554, 0.105, -0.077, -0.437, 0.967, -0.523, -0.652, 0.369, 0.430, -0.934, -0.569, -0.356, 0.603, -0.366, -0.193, 0.341, 0.339, 0.269, 0.336, 0.504]}



(b)
{"formula": "C5H7ClN2O7", "method": "wB97M-V/def2-TZVPD", "multiplicity": 1, "homo_lumo_gap_ev": [8.946, 8.946], "e_lumo_ha": [-0.014, -0.014], "e_homo_ev": [-9.3, -9.3], "mol_weight_g_mol": 242.57, "species": ["C", "C", "O", "C", "O", "C", "O", "C", "Cl", "N", "O", "O", "N", "O", "O", "H", "H", "H", "H", "H", "H", "H"], "positions_angstrom": [[0.9317, 0.9746, 1.0187], [-0.4175, 0.5545, 0.5469], [-0.4014, -0.7608, 0.1070], [-0.9288, -1.1720, -1.0264], [-1.6045, -0.5020, -1.7293], [-0.2022, -2.4452, -1.4731], [-0.8240, -3.1947, -2.4023], [1.1605, -1.9184, -1.8625], [1.3424, -1.3161, -3.4433], [2.1695, -1.8788, -1.0468], [2.2308, -2.2127, 0.1412], [3.3603, -1.3771, -1.5056], [4.3064, -0.6460, -0.5389], [5.4232, -0.8471, -0.7477], [3.7587, 0.0762, 0.2017], [1.6179, 0.9019, 0.2136], [0.8604, 1.9588, 1.4103], [1.3395, 0.3135, 1.7687], [-0.5799, 1.1819, -0.4658], [-1.1649, 0.6696, 1.3958], [0.0685, -3.1094, -0.6729], [-1.2172, -2.7520, -3.2554]], "mulliken_charge": [-1.185, -0.086, -0.260, 0.539, -0.569, 0.028, -0.606, 0.012, -0.158, 0.990, -0.699, -0.456, 1.125, -0.519, -0.435, 0.276, 0.461, 0.302, 0.234, 0.235, 0.356, 0.414]}



(a) has the most favorable energy; the next structure is 1.348 eV above.



(a)
{"formula": "CH2FNO3", "method": "wB97M-V/def2-TZVPD", "multiplicity": 1, "homo_lumo_gap_ev": 9.479, "e_lumo_ha": -0.035, "e_homo_ev": -10.4, "mol_weight_g_mol": 95.03, "species": ["C", "N", "O", "O", "O", "F", "H", "H"], "positions_angstrom": [[-0.2235, 0.5719, 0.8160], [-1.2736, 0.1230, 0.2965], [-1.9010, -0.4325, -0.5061], [-1.6566, 0.6110, 1.5188], [2.1277, -0.7392, -0.7310], [1.5527, -0.8758, -1.9881], [1.0775, -0.6998, -0.0747], [0.2969, 1.4414, 0.6684]], "mulliken_charge": [-0.208, 0.701, -0.495, -0.359, -0.306, -0.124, 0.437, 0.354]}



(b)
{"formula": "CH2FNO3", "method": "wB97M-V/def2-TZVPD", "multiplicity": 1, "homo_lumo_gap_ev": [8.276, 8.226], "e_lumo_ha": [-0.074, -0.069], "e_homo_ev": [-10.3, -10.1], "mol_weight_g_mol": 95.03, "species": ["O", "C", "N", "O", "H", "O", "F", "H"], "positions_angstrom": [[1.7879, 0.0741, 1.3879], [1.3782, 0.2863, 0.2606], [1.3787, -0.6724, -0.5750], [1.2779, -0.6395, -1.7393], [0.3726, 0.9934, 0.0493], [-1.7549, 0.3853, 0.3575], [-2.8524, -0.0757, -0.5341], [-1.5879, -0.3515, 0.7931]], "mulliken_charge": [-0.423, 0.233, 0.235, -0.280, 0.242, -0.189, -0.147, 0.329]}



(b) has the most favorable energy; the next structure is 2.621 eV above.



(a)
{"formula": "C8H7NO2", "method": "wB97M-V/def2-TZVPD", "multiplicity": 1, "homo_lumo_gap_ev": 8.509, "e_lumo_ha": 0.025, "e_homo_ev": -7.8, "mol_weight_g_mol": 149.15, "species": ["C", "C", "C", "C", "C", "C", "C", "C", "H", "H", "H", "H", "H", "H", "H", "N", "O", "O"], "positions_angstrom": [[1.7570, 0.6527, -0.0892], [0.5490, 1.3706, -0.0667], [-0.7139, 0.7689, 0.0150], [-2.1839, 1.1820, -0.0681], [-2.8526, -0.0520, 0.0069], [-0.7422, -0.6136, -0.0951], [0.5081, -1.4503, -0.0343], [1.5629, -0.6962, -0.0233], [3.4737, 0.7427, -0.3436], [0.3734, 2.7015, 0.1286], [-2.4209, 1.9899, 0.1717], [-4.1199, -0.0340, 0.2213], [-2.0483, -2.2187, -0.2732], [0.1945, -2.3763, -0.1000], [3.0655, -0.8553, 0.6425], [-2.0734, -1.0537, -0.0513], [2.8439, 1.2468, -0.0457], [2.8272, -1.3049, 0.0045]], "mulliken_charge": [0.200, -0.196, 0.525, -1.334, -0.156, 0.417, -1.314, 0.666, 0.351, 0.092, 0.672, 0.235, 0.370, 0.495, 0.245, -0.174, -0.503, -0.591]}



(b)
{"formula": "C8H7NO2", "method": "wB97M-V/def2-TZVPD", "multiplicity": 1, "homo_lumo_gap_ev": 9.063, "e_lumo_ha": -0.002, "e_homo_ev": -9.1, "mol_weight_g_mol": 149.15, "species": ["C", "C", "C", "N", "C", "O", "C", "C", "C", "C", "O", "H", "H", "H", "H", "H", "H", "H"], "positions_angstrom": [[2.0471, -1.9142, -0.5446], [1.2433, -0.7969, -0.6275], [0.8071, -0.1963, -1.8816], [0.6268, 0.0786, -3.0057], [0.9878, -0.0518, 0.6417], [1.9235, 0.9411, 1.0341], [-0.4858, 0.3504, 0.5457], [-1.5784, -0.3721, 0.7358], [-2.6468, 0.6007, 0.4996], [-2.1012, 1.7466, 0.1485], [-0.7333, 1.6563, 0.2598], [2.3829, -2.3733, 0.4069], [2.4310, -2.3682, -1.4545], [1.0379, -0.8500, 1.3098], [1.8463, 1.6426, 0.3154], [-1.6279, -1.3135, 1.2586], [-3.7584, 0.4787, 0.6453], [-2.4019, 2.7415, -0.2870]], "mulliken_charge": [-1.092, 0.608, 0.178, -0.503, -0.002, -0.577, 0.146, -0.379, -0.358, -0.345, -0.333, 0.290, 0.324, 0.553, 0.399, 0.408, 0.307, 0.374]}



(b) has the most favorable energy; the next structure is 4.363 eV above.



(a)
{"formula": "C2H3BrO", "method": "wB97M-V/def2-TZVPD", "multiplicity": 1, "homo_lumo_gap_ev": [8.281, 9.861], "e_lumo_ha": [-0.020, -0.020], "e_homo_ev": [-8.8, -10.4], "mol_weight_g_mol": 122.95, "species": ["C", "C", "O", "Br", "H", "H", "H"], "positions_angstrom": [[-0.5101, 0.2691, 0.5196], [0.5352, 0.0421, -0.4552], [-0.1304, 1.1925, -0.4923], [2.3111, -0.2316, -0.0384], [-1.4573, -0.1018, 0.6039], [-0.0252, 0.4974, 1.4860], [-0.7234, -1.6678, -1.6235]], "mulliken_charge": [-0.184, 0.042, -0.293, -0.077, 0.280, 0.184, 0.047]}



(b)
{"formula": "C2H3BrO", "method": "wB97M-V/def2-TZVPD", "multiplicity": 1, "homo_lumo_gap_ev": 10.781, "e_lumo_ha": 0.013, "e_homo_ev": -10.4, "mol_weight_g_mol": 122.95, "species": ["C", "C", "O", "Br", "H", "H", "H"], "positions_angstrom": [[0.1431, -0.0457, 0.0977], [1.3919, -0.6290, 1.1844], [2.3821, -1.2160, 0.9700], [1.1918, 0.3129, 2.9595], [0.5948, 0.8907, -0.3902], [-0.7115, 0.4942, 0.6990], [-0.1965, -0.8231, -0.5358]], "mulliken_charge": [-0.779, 0.496, -0.355, -0.226, 0.271, 0.307, 0.285]}



(b) has the most favorable energy; the next structure is 5.351 eV above.



(a)
{"formula": "CH3NO2P", "method": "wB97M-V/def2-TZVPD", "multiplicity": 1, "homo_lumo_gap_ev": 6.135, "e_lumo_ha": 0.163, "charge": -1, "e_homo_ev": -1.7, "mol_weight_g_mol": 92.01, "species": ["C", "N", "O", "O", "P", "H", "H", "H"], "positions_angstrom": [[-3.6870, -0.5788, -0.5835], [-0.1503, -0.4496, -0.5432], [-3.1167, -0.7227, 0.3980], [-1.6972, 1.5641, -0.3620], [-1.1576, 0.5273, 0.5076], [-0.8040, -0.8618, -1.1863], [0.5036, -1.1161, -0.1388], [0.2767, 0.8182, 1.0420]], "mulliken_charge": [0.009, -0.568, -0.118, -0.602, -0.059, 0.181, 0.202, -0.044]}



(b)
{"formula": "CH3NO2P", "method": "wB97M-V/def2-TZVPD", "multiplicity": 1, "homo_lumo_gap_ev": 7.194, "e_lumo_ha": 0.173, "charge": -1, "e_homo_ev": -2.5, "mol_weight_g_mol": 92.01, "species": ["C", "N", "O", "O", "P", "H", "H", "H"], "positions_angstrom": [[-1.5483, -1.2171, -0.2328], [0.4050, -0.5890, -0.1916], [-2.0745, -0.3454, 0.2818], [-0.2689, 1.8694, -0.6298], [0.0368, 1.0413, 0.5529], [0.8822, -1.3815, 0.2508], [1.0675, -0.5260, -0.9619], [1.5003, 1.1484, 0.9305]], "mulliken_charge": [-0.026, -0.524, -0.177, -0.592, -0.066, 0.221, 0.219, -0.054]}



(b) has the most favorable energy; the next structure is 0.405 eV above.